# 1
The following is a quantum chemistry calculation of C21H19F6N3O3S2Ti as an isolated structure, from OMol25.

LUMO level (alpha / beta) = 0.09688 / 0.08233 hartree
HOMO (alpha / beta) = -3.23 / -3.62 eV
gap between HOMO and LUMO (alpha / beta) = 5.8654 / 5.8577 eV
⟨S²⟩ = 0.77

```
! wB97M-V def2-TZVPD RIJCOSX def2/J DEFGRID3
* xyz -1 2
Ti 0.3154 -0.4433 0.2625
O -3.2363 3.7719 0.8933
C -3.2277 3.4738 -0.4350
C -4.0939 4.1379 -1.3032
C -4.1038 3.8535 -2.6567
C -3.2432 2.8924 -3.1650
C -2.3846 2.2353 -2.2963
C -2.3494 2.5072 -0.9303
C -1.3783 1.7300 -0.1132
O -0.6937 0.7988 -0.7589
N -1.1989 1.9325 1.1405
N -0.2533 0.9970 1.5494
C 0.2656 1.0848 2.7723
C 1.2484 0.1104 3.0550
C 1.9755 0.0054 4.2556
C 2.9139 -0.9807 4.3840
C 3.1505 -1.8667 3.3136
C 2.4237 -1.7029 2.1630
N 1.4911 -0.7474 2.0253
H -3.9344 4.4179 1.0431
H -4.7661 4.8881 -0.8973
H -4.7876 4.3840 -3.3084
H -3.2409 2.6484 -4.2187
H -1.7191 1.4648 -2.6605
H -0.0359 1.8618 3.4618
H 1.7771 0.7065 5.0562
H 3.4775 -1.0741 5.3046
H 3.8890 -2.6531 3.3753
H 2.5712 -2.3368 1.2982
C -2.7515 -4.1080 1.3194
C -1.8080 -3.1704 0.5979
S -1.3485 -1.7253 1.4906
C -1.3700 -3.3557 -0.6509
C -1.7845 -4.5227 -1.5072
S -0.2860 -2.1931 -1.3969
H -2.7875 -3.8684 2.3823
H -2.4429 -5.1528 1.2321
H -3.7761 -4.0389 0.9390
H -2.2503 -5.3175 -0.9230
H -0.9288 -4.9457 -2.0386
H -2.5054 -4.2086 -2.2699
C 2.1938 0.7153 -2.7208
C 2.7844 0.3522 -1.3680
O 1.9691 -0.5018 -0.6687
C 3.0363 1.6576 -0.5631
F 3.8716 2.5005 -1.1978
F 3.5582 1.4144 0.6442
F 1.8802 2.3102 -0.3816
C 4.1307 -0.3928 -1.5471
F 5.1042 0.3957 -2.0447
F 4.5849 -0.9094 -0.3981
F 3.9652 -1.4135 -2.4111
H 1.2341 1.2028 -2.5591
H 2.0241 -0.1996 -3.2829
H 2.8508 1.3779 -3.2864
*
```

---

# 2
The following is a quantum chemistry calculation of one molecule with the formula C2H7N2O2PS, from OMol25.

LUMO level = 0.02100 hartree
HOMO = -9.04 eV
gap between HOMO and LUMO = 9.6073 eV
SMILES = [H]/N=C(/C)O[P@](N)(O)=S

```
! wB97M-V def2-TZVPD RIJCOSX def2/J DEFGRID3
* xyz 0 1
H 0.5573 -0.1243 2.0539
N -0.0293 -0.9015 1.6900
C -0.0840 -1.0051 0.4462
C -0.7565 -2.1742 -0.1405
O 0.3161 -0.0241 -0.4150
P 1.1771 1.2832 -0.0090
N 0.0509 2.1814 0.7595
O 1.3580 1.9124 -1.5906
S 3.0023 1.0946 0.7252
H -0.0798 -2.8863 -0.4907
H -1.2652 -2.8017 0.5894
H -1.4732 -1.9638 -0.9065
H 0.1963 3.1537 1.0013
H -0.7917 1.6291 0.9015
H 1.8428 1.2683 -2.0844
*
```

---

# 3
The following is a quantum chemistry calculation of an isolated ion of composition C3H8N3 and charge +1, from OMol25.

LUMO level = -0.15002 hartree
HOMO = -14.52 eV
gap between HOMO and LUMO = 10.4353 eV
SMILES = C=NN(C)C=[NH2+]

```
! wB97M-V def2-TZVPD RIJCOSX def2/J DEFGRID3
* xyz 1 1
C -1.0869 1.7306 -0.0484
N -0.0785 0.9998 0.0911
N 0.0220 -0.3894 -0.0416
C -1.4842 -1.0783 -0.0300
C 1.3771 -0.7426 0.0582
N 2.3943 0.0393 -0.0614
H -2.2098 1.4141 -0.1867
H -0.7427 2.6887 0.1564
H -1.9354 -1.0094 0.8959
H -1.4039 -2.1084 -0.2021
H -2.1420 -0.6115 -0.6853
H 1.6651 -1.7074 0.2529
H 2.2657 0.9540 -0.4323
H 3.3592 -0.1796 0.2332
*
```

---

# 4
The following is a quantum chemistry calculation of one molecule with the formula C4H8OS2, from OMol25.

LUMO level = 0.00234 hartree
HOMO = -8.73 eV
gap between HOMO and LUMO = 8.7895 eV
SMILES = CSC(=S)[C@H](C)O

```
! wB97M-V def2-TZVPD RIJCOSX def2/J DEFGRID3
* xyz 0 1
C -1.5207 -1.1426 -2.1924
S -0.5963 0.1994 -1.3082
C 0.1326 -0.6516 -0.0349
S 0.0077 -2.1780 0.3787
C 1.0269 0.5067 0.5684
C 0.6466 0.9545 2.0328
O 1.3366 1.6144 -0.1600
H -1.6346 -1.0883 -3.4072
H -0.8054 -2.0055 -1.9059
H -2.3673 -1.4229 -1.5023
H 1.9909 -0.0784 0.5327
H 0.5322 0.2117 2.8710
H -0.4012 1.2415 2.1233
H 1.1698 1.7444 2.4322
H 0.4822 2.0947 -0.4282
*
```

---

| no. | energy (a.u.) |
| --- | --- |
| 1 | -3446.91646 |
| 2 | -1080.01324 |
| 3 | -283.02683 |
| 4 | -1028.74271 |